ORCA calculation (ωB97M-V with the def2-TZVPD basis set) on a molecular structure, C29H35Br3F5HoN2S in a non-equilibrium geometry.

Summary:
- ΔE to the lowest compared entry with this formula, charge and spin: 145.0 kJ/mol
- Strongest force on any atom: 1.56 eV Å⁻¹
- Expectation value of S²: 6.00
- HOMO-LUMO gap (alpha / beta): 7.60 / 7.62 eV

The geometry in ORCA input format:
```
! wB97M-V def2-TZVPD RIJCOSX def2/J DEFGRID3
* xyz 0 5
Ho -0.21 0.47 0.25
C 0.94 3.27 0.84
C 2.04 3.00 1.66
C 1.60 2.31 2.80
C 0.21 2.16 2.73
C -0.25 2.74 1.48
C -1.60 3.43 1.35
C -0.65 1.83 3.92
C 2.42 1.93 4.00
C 3.43 3.52 1.40
C 0.98 4.24 -0.31
H -1.76 3.81 0.34
H -1.63 4.29 2.03
H -2.45 2.79 1.60
H -0.60 0.78 4.23
H -1.69 2.08 3.74
H -0.32 2.43 4.77
H 2.01 1.06 4.51
H 2.44 2.75 4.72
H 3.45 1.71 3.73
H 4.15 3.13 2.11
H 3.44 4.60 1.49
H 3.78 3.29 0.38
H 0.00 4.35 -0.77
H 1.69 3.94 -1.07
H 1.29 5.22 0.06
C 2.95 -0.89 1.96
C 3.43 0.16 0.94
N 2.63 0.20 -0.28
C 3.07 -0.70 -1.35
C 2.82 -2.18 -1.04
S 1.10 -2.53 -0.51
C 1.27 -3.24 1.17
C 0.97 -2.27 2.31
N 1.48 -0.92 2.03
H 3.40 -0.65 2.93
H 3.31 -1.87 1.68
H 4.49 -0.02 0.73
H 3.32 1.13 1.41
H 2.71 1.15 -0.66
H 4.15 -0.59 -1.55
H 2.52 -0.44 -2.25
H 3.49 -2.55 -0.27
H 2.97 -2.76 -1.95
H 2.27 -3.67 1.24
H 0.56 -4.06 1.20
H 1.41 -2.68 3.23
H -0.11 -2.20 2.45
H 1.20 -0.29 2.79
Br -3.36 1.60 -0.94
C -3.85 0.59 -2.54
Br -3.14 -1.20 -2.49
H -3.45 1.10 -3.41
H -4.94 0.54 -2.57
F -2.31 0.40 2.07
C -2.59 -0.92 1.75
C -1.85 -1.41 0.68
C -2.17 -2.73 0.38
F -1.57 -3.32 -0.68
C -3.06 -3.51 1.11
F -3.25 -4.80 0.81
C -3.75 -2.95 2.18
F -4.61 -3.69 2.90
C -3.53 -1.61 2.50
F -4.20 -1.03 3.50
Br 0.88 0.85 -6.87
C 0.46 0.81 -4.99
C 0.37 -0.41 -4.34
C 0.09 -0.42 -2.98
C -0.09 0.74 -2.19
C -0.03 1.93 -2.94
C 0.24 1.98 -4.31
H 0.50 -1.33 -4.88
H -0.01 -1.40 -2.52
H -0.21 2.88 -2.45
H 0.28 2.93 -4.82
*
```

=====

ORCA calculation (ωB97M-V with the def2-TZVPD basis set) on 12 unconnected molecules or ions with the total composition C29H35Cl33F5N4O3S4 in a non-equilibrium geometry.

Summary:
- Strongest force on any atom: 6.71 eV Å⁻¹
- HOMO-LUMO gap: 5.27 eV

The geometry in ORCA input format:
```
! wB97M-V def2-TZVPD RIJCOSX def2/J DEFGRID3
* xyz 1 1
C 9.05 -1.04 -2.36
C 8.47 -0.33 -3.63
S 6.65 -0.07 -3.62
C 5.78 -1.54 -2.98
C 4.57 -1.15 -2.03
C 3.69 -2.23 -1.67
C 2.57 -1.93 -0.82
C 1.56 -2.99 -0.38
C 0.06 -2.66 -0.72
C -0.78 -3.88 -1.23
C -2.10 -3.27 -1.83
C -2.97 -2.50 -0.77
C -3.20 -0.98 -1.10
C -4.69 -0.51 -0.94
S -5.75 -1.43 -2.13
C -7.04 -0.24 -2.53
N -7.51 0.02 -3.73
N -8.47 0.97 -3.56
C -8.58 1.21 -2.27
O -7.68 0.49 -1.55
C 2.58 -0.52 -0.43
S 1.23 0.04 0.66
N 3.52 0.33 -0.84
S 3.45 2.00 -0.24
O 3.56 2.06 1.20
O 4.59 2.73 -0.73
C 1.98 2.94 -0.90
F 1.12 2.16 -1.62
F 2.43 3.84 -1.80
C 1.22 3.81 0.18
F 0.32 3.12 0.88
F 2.06 4.52 0.94
F 0.52 4.73 -0.53
N 4.53 0.13 -1.66
H 9.40 -2.06 -2.67
H 8.25 -1.15 -1.60
H 9.91 -0.50 -1.90
H 8.77 -0.84 -4.57
H 8.92 0.68 -3.69
H 5.35 -2.11 -3.83
H 6.45 -2.27 -2.45
H 3.90 -3.24 -2.06
H 1.71 -3.27 0.69
H 1.82 -3.91 -0.95
H -0.41 -2.31 0.24
H -0.04 -1.80 -1.42
H -1.08 -4.56 -0.39
H -0.22 -4.44 -2.00
H -1.76 -2.54 -2.61
H -2.71 -4.08 -2.26
H -2.49 -2.54 0.25
H -3.98 -2.95 -0.63
H -2.88 -0.72 -2.14
H -2.61 -0.32 -0.41
H -5.04 -0.59 0.11
H -4.76 0.56 -1.22
H -9.24 1.90 -1.74
H 1.20 -0.77 1.76
C -1.93 1.51 2.67
Cl -2.02 1.56 4.43
Cl -1.35 -0.08 2.13
Cl -3.50 1.87 1.95
H -1.23 2.26 2.34
C -6.13 0.08 4.12
Cl -7.87 0.38 4.19
Cl -5.57 -0.64 5.62
Cl -5.74 -0.96 2.74
H -5.63 1.03 3.99
C -1.25 -4.27 2.92
Cl -2.56 -3.46 2.06
Cl -1.16 -5.97 2.46
Cl 0.30 -3.46 2.61
H -1.45 -4.21 3.98
C 11.95 2.29 -3.54
Cl 13.50 1.85 -4.26
Cl 10.67 2.31 -4.76
Cl 11.55 1.18 -2.21
H 12.04 3.30 -3.13
C 13.62 6.14 -1.81
Cl 12.44 5.36 -2.87
Cl 13.57 5.44 -0.19
Cl 15.24 6.02 -2.49
H 13.36 7.19 -1.73
C -12.39 -0.19 -2.47
Cl -10.73 0.25 -2.91
Cl -13.03 -1.41 -3.58
Cl -12.46 -0.77 -0.80
H -13.01 0.69 -2.55
C 3.48 2.46 -5.57
Cl 2.30 1.60 -6.56
Cl 3.56 1.76 -3.94
Cl 5.08 2.42 -6.33
H 3.17 3.49 -5.48
C -8.25 -3.89 5.89
Cl -6.71 -4.21 5.09
Cl -9.58 -3.94 4.73
Cl -8.53 -5.04 7.20
H -8.21 -2.89 6.32
C -0.84 7.98 -1.52
Cl 0.52 9.03 -1.92
Cl -1.85 8.73 -0.28
Cl -1.79 7.61 -2.96
H -0.45 7.05 -1.12
C 0.47 4.34 6.76
Cl -1.27 4.64 6.83
Cl 1.03 3.62 8.27
Cl 0.87 3.30 5.39
H 0.97 5.29 6.63
C -7.64 -8.49 8.67
Cl -8.20 -10.16 8.59
Cl -8.93 -7.43 9.25
Cl -6.22 -8.36 9.71
H -7.36 -8.17 7.67
*
```

=====

ORCA calculation (ωB97M-V with the def2-TZVPD basis set) on a molecular structure, C29H35F3IrN4O2P2 in a non-equilibrium geometry.

Summary:
- ΔE to the lowest compared entry with this formula, charge and spin: 400.4 kJ/mol
- Strongest force on any atom: 6.19 eV Å⁻¹
- Expectation value of S²: 8.81
- HOMO-LUMO gap (alpha / beta): 6.16 / 5.01 eV

The geometry in ORCA input format:
```
! wB97M-V def2-TZVPD RIJCOSX def2/J DEFGRID3
* xyz 2 6
Ir -0.06 0.77 -0.78
C -1.46 1.24 -2.28
C -0.81 -0.02 -2.53
C 0.27 -0.26 -3.52
C 1.34 0.81 -3.41
C 1.39 1.40 -1.99
C 0.72 2.56 -1.35
C -0.29 3.41 -2.08
C -1.21 2.57 -2.94
C 0.86 0.98 1.28
H -2.54 1.04 -2.35
H -1.58 -0.81 -2.61
H -0.14 -0.26 -4.54
H 0.65 -1.27 -3.34
H 2.35 0.43 -3.67
H 1.16 1.59 -4.15
H 2.39 1.29 -1.62
H 1.32 3.05 -0.58
H 0.18 4.23 -2.63
H -0.88 3.87 -1.28
H -2.18 3.06 -3.10
H -0.77 2.38 -3.92
H 0.33 1.95 1.39
H 1.92 1.23 1.46
H 0.52 0.32 2.09
P 1.70 -0.82 -0.03
P -1.70 -0.81 -0.15
N 3.58 -0.06 -0.39
N 2.38 -1.78 1.40
N -3.21 0.70 -0.30
N -2.39 -1.64 1.23
C 0.83 -2.18 -0.93
C -0.73 -2.34 -0.91
C 3.83 1.29 -0.12
C 5.12 1.64 -0.52
C 5.68 0.48 -1.12
C 4.74 -0.55 -0.97
C 3.23 -1.14 2.33
C 4.06 -2.08 2.91
C 3.70 -3.35 2.35
C 2.72 -3.13 1.41
C -2.88 2.04 -0.15
C -4.02 2.85 -0.32
C -5.07 1.96 -0.62
C -4.54 0.66 -0.62
C -3.73 -1.61 1.60
C -3.94 -2.62 2.52
C -2.67 -3.21 2.82
C -1.72 -2.56 2.04
H 1.27 -3.07 -0.48
H 1.24 -2.13 -1.96
H -1.05 -2.52 -1.96
H -0.99 -3.20 -0.28
H 3.07 1.93 0.30
H 5.56 2.63 -0.40
H 6.67 0.41 -1.55
H 4.84 -1.60 -1.24
H 3.16 -0.07 2.49
H 4.84 -1.87 3.62
H 4.18 -4.29 2.57
H 2.24 -3.84 0.79
H -1.87 2.37 0.10
H -4.03 3.93 -0.20
H -6.11 2.18 -0.75
H -5.05 -0.28 -0.75
H -4.43 -0.98 1.07
H -4.92 -2.95 2.87
H -2.49 -4.05 3.47
H -0.66 -2.73 1.89
F -2.52 -0.40 5.11
C -1.74 0.20 4.16
F -1.22 1.33 4.71
F -0.70 -0.67 3.92
C -2.44 0.68 2.80
O -3.64 0.99 2.92
O -1.70 0.70 1.76
*
```

=====

ORCA calculation (ωB97M-V with the def2-TZVPD basis set) on a molecular structure, C29H35GaO5Te in a non-equilibrium geometry.

Summary:
- Strongest force on any atom: 2.28 eV Å⁻¹
- HOMO-LUMO gap (alpha / beta): 1.34 / 1.30 eV

The geometry in ORCA input format:
```
! wB97M-V def2-TZVPD RIJCOSX def2/J DEFGRID3
* xyz -2 1
C 4.46 1.47 -0.64
C 3.17 1.56 0.16
C 4.59 0.01 -1.08
C 3.82 -0.78 0.00
H 5.65 -0.25 -1.16
H 4.13 -0.10 -2.07
C 3.11 0.25 0.92
H 2.33 1.63 -0.55
H 3.14 2.45 0.80
C 1.73 -0.32 1.23
H 3.67 0.39 1.86
H 4.55 -1.34 0.61
C 2.66 -1.74 -0.42
C 4.57 2.55 -1.69
C 5.69 1.92 0.17
O 6.83 1.54 0.04
O 3.65 3.27 -2.07
O 5.85 2.71 -2.09
O 5.32 2.92 1.01
C 6.13 4.13 1.09
H 5.41 4.95 1.20
H 6.70 4.28 0.17
H 6.79 4.06 1.97
C 6.02 3.62 -3.17
H 5.43 3.31 -4.04
H 7.09 3.59 -3.38
H 5.76 4.64 -2.86
O 1.58 -1.59 0.56
H 0.89 0.33 0.91
H 1.62 -0.50 2.32
C 3.17 -3.18 -0.37
C 2.06 -1.45 -1.80
H 2.78 -1.69 -2.60
H 1.75 -0.40 -1.88
H 1.18 -2.09 -1.95
H 2.37 -3.90 -0.56
H 3.60 -3.41 0.62
H 3.95 -3.33 -1.13
Ga -2.71 -1.31 0.51
C -3.61 -1.20 2.90
C -2.17 -1.28 2.64
C -1.66 0.09 2.68
H -1.57 -2.18 2.84
C -2.76 0.94 2.87
C -3.95 0.17 3.01
H -4.94 0.57 3.23
H -4.25 -2.07 3.07
H -0.60 0.35 2.75
H -2.71 2.02 3.00
C -3.64 -0.29 -1.31
C -4.69 0.44 -0.64
C -4.13 1.61 -0.11
H -5.75 0.17 -0.67
C -2.76 1.69 -0.48
C -2.43 0.53 -1.24
H -1.53 0.36 -1.82
H -3.81 -1.09 -2.04
H -4.67 2.39 0.42
H -2.11 2.54 -0.31
Te -3.88 -3.58 0.18
C -5.92 -3.05 -0.08
C -6.54 -2.24 0.89
C -7.92 -2.01 0.84
C -8.69 -2.58 -0.17
C -8.08 -3.34 -1.18
C -6.70 -3.57 -1.16
H -5.93 -1.79 1.68
H -8.40 -1.39 1.61
H -9.77 -2.45 -0.17
H -8.71 -3.76 -1.98
H -6.22 -4.17 -1.93
*
```

=====

ORCA calculation (ωB97M-V with the def2-TZVPD basis set) on a molecular structure, C29H35I2N8O3RbS3.

Summary:
- ΔE to the lowest compared entry with this formula, charge and spin: 0.0 kJ/mol
- Strongest force on any atom: 0.21 eV Å⁻¹
- HOMO-LUMO gap: 5.23 eV

The geometry in ORCA input format:
```
! wB97M-V def2-TZVPD RIJCOSX def2/J DEFGRID3
* xyz -2 1
Rb -0.02 0.42 0.06
C 2.64 1.22 2.97
C 2.07 2.53 2.40
N 1.98 2.55 0.96
C 3.17 2.77 0.18
C 4.19 1.63 0.11
S 3.58 -0.03 -0.32
C 3.92 -0.97 1.20
C 2.76 -1.12 2.20
N 1.99 0.08 2.40
H 2.56 1.28 4.07
H 3.71 1.17 2.75
H 2.67 3.37 2.80
H 1.06 2.65 2.79
H 1.23 3.12 0.61
H 3.74 3.66 0.52
H 2.83 2.98 -0.84
H 4.74 1.53 1.05
H 4.92 1.91 -0.65
H 4.79 -0.50 1.66
H 4.22 -1.96 0.88
H 3.21 -1.53 3.12
H 2.08 -1.89 1.81
H 1.05 -0.07 2.76
I 1.44 6.28 -6.59
C 1.17 5.03 -4.93
C 0.45 5.49 -3.83
C 0.27 4.65 -2.75
I -0.78 5.32 -1.07
C 0.78 3.31 -2.69
O 0.59 2.55 -1.70
C 1.55 2.91 -3.84
C 2.20 1.55 -3.83
N 1.34 0.39 -3.64
C 0.15 0.39 -4.47
C -0.75 -0.75 -4.06
C -1.40 -1.54 -5.01
C -2.24 -2.56 -4.58
C -2.40 -2.77 -3.22
C -1.70 -1.94 -2.35
N -0.91 -0.96 -2.75
C 1.71 3.75 -4.92
H 0.03 6.48 -3.82
H 2.94 1.51 -3.02
H 2.75 1.43 -4.77
H 1.02 0.36 -2.68
H 0.42 0.28 -5.52
H -0.43 1.32 -4.38
H -1.24 -1.35 -6.06
H -2.76 -3.18 -5.30
H -3.04 -3.54 -2.83
H -1.81 -2.07 -1.27
H 2.29 3.40 -5.77
C -2.78 -3.87 2.93
C -1.64 -4.59 2.32
N -1.50 -5.88 2.24
N -0.29 -6.03 1.61
C 0.32 -4.87 1.28
S 1.80 -4.69 0.53
N -0.57 -3.94 1.75
N -0.38 -2.56 1.67
H -3.47 -4.60 3.35
H -3.29 -3.26 2.18
H -2.42 -3.18 3.70
H 0.10 -6.94 1.43
H -0.31 -2.21 2.63
H -1.25 -2.15 1.28
O -1.16 -1.34 4.19
C -1.59 -0.43 3.43
O -0.87 0.33 2.74
C -3.09 -0.24 3.36
C -3.73 0.13 4.54
C -5.09 0.36 4.60
C -5.84 0.19 3.44
C -5.23 -0.21 2.27
C -3.84 -0.43 2.18
S -3.18 -0.97 0.64
H -3.12 0.22 5.44
H -5.57 0.65 5.53
H -6.92 0.36 3.45
H -5.81 -0.35 1.37
*
```

=====

ORCA calculation (ωB97M-V with the def2-TZVPD basis set) on 2 unconnected molecules or ions with the total composition C29H35N3O6 in a non-equilibrium geometry.

Summary:
- ΔE to the lowest compared entry with this formula, charge and spin: 0.0 kJ/mol
- Strongest force on any atom: 3.35 eV Å⁻¹
- HOMO-LUMO gap: 3.95 eV

The geometry in ORCA input format:
```
! wB97M-V def2-TZVPD RIJCOSX def2/J DEFGRID3
* xyz 0 1
C -3.94 0.13 1.95
C -2.63 0.84 2.19
O -1.62 -0.14 2.52
C -0.43 0.42 2.87
C 0.67 -0.60 2.97
C 0.42 -1.91 2.36
C 2.00 0.02 3.05
C 3.11 -0.50 2.14
O 2.24 0.91 3.88
O -0.32 1.62 3.03
H -4.71 0.86 1.73
H -3.87 -0.56 1.11
H -4.25 -0.44 2.84
H -2.32 1.38 1.29
H -2.72 1.56 3.02
H -0.66 -2.11 2.36
H 0.77 -1.95 1.32
H 0.93 -2.71 2.93
H 3.00 -1.56 1.88
H 3.12 0.09 1.21
H 4.07 -0.35 2.64
C 7.22 -5.54 7.66
N 6.66 -4.56 6.77
C 7.43 -3.92 5.84
O 8.65 -4.04 5.72
C 6.51 -3.03 5.01
C 6.58 -3.37 3.51
C 7.92 -3.01 2.91
C 8.66 -3.97 2.21
C 9.95 -3.67 1.76
C 10.48 -2.39 1.97
C 9.71 -1.41 2.62
C 8.42 -1.72 3.06
N 5.20 -3.28 5.62
C 4.10 -2.59 5.23
C 2.80 -2.91 5.60
C 1.64 -2.17 5.35
C 0.36 -2.61 5.84
C 0.20 -3.76 6.67
C -1.04 -4.06 7.25
N -1.10 -5.05 8.28
O -2.20 -5.25 8.85
O -0.05 -5.66 8.60
C -2.19 -3.33 6.93
C -2.07 -2.25 6.04
C -0.83 -1.87 5.54
C 5.22 -4.35 6.64
C 4.55 -5.63 6.13
C 4.64 -3.92 7.99
H 8.30 -5.56 7.55
H 6.97 -5.29 8.70
H 6.81 -6.54 7.45
H 6.80 -1.98 5.17
H 6.39 -4.45 3.39
H 5.76 -2.83 3.00
H 8.22 -4.97 2.05
H 10.53 -4.44 1.25
H 11.49 -2.15 1.63
H 10.11 -0.41 2.79
H 7.81 -0.97 3.56
H 4.28 -1.73 4.57
H 2.67 -3.82 6.18
H 1.73 -1.15 4.99
H 1.04 -4.40 6.93
H -3.14 -3.61 7.38
H -2.96 -1.69 5.75
H -0.72 -1.00 4.89
H 5.05 -5.97 5.21
H 4.64 -6.41 6.90
H 3.50 -5.48 5.91
H 5.23 -3.08 8.39
H 3.60 -3.61 7.91
H 4.71 -4.76 8.69
*
```

=====

no.,M (g/mol)
1,943.312
2,1880.831
3,782.784
4,660.917
5,979.129
6,521.614